1.
A single C22H19NO3S molecule. Source: the Open Molecules 2025 dataset; level of theory: ωB97M-V/def2-TZVPD.

The total energy comes out at -41590.8800 eV. As for the net charge: 0. The energy above the lowest of the compared OMol25 structures with the same formula, charge and spin comes out at 0.00 kJ/mol. The structure (SMILES) is COc1cc2c(cc1NC(=O)CSc1ccc(C)cc1)oc1ccccc12. The value obtained for the HOMO-LUMO gap is 8.47 eV.

Structure (XYZ):
```
46
C22H19NO3S | the Open Molecules 2025 dataset | ωB97M-V/def2-TZVPD
C 0.1677 4.6174 0.3512
H -0.5777 5.4081 0.4155
O -0.5030 3.5098 -0.1961
C 0.1649 2.3327 -0.2927
C 1.5256 2.1755 -0.0768
C 2.0975 0.9257 -0.2836
C 1.3101 -0.1560 -0.7139
C -0.0498 -0.0225 -0.9159
C -0.6151 1.2209 -0.6848
N -2.0104 1.3707 -0.8125
C -2.8058 1.7531 0.2171
O -2.4125 2.1720 1.2792
C -4.2965 1.6152 -0.0715
H -4.8477 1.6436 0.8689
H -4.6286 2.4449 -0.6977
S -4.7429 0.1158 -1.0116
C -3.6552 -1.1119 -0.3173
C -3.2097 -2.1205 -1.1632
C -2.3112 -3.0612 -0.7000
C -1.8305 -3.0073 0.6043
C -2.3121 -2.0121 1.4448
C -3.2273 -1.0753 1.0004
H -3.5862 -0.3194 1.6805
H -1.9661 -1.9613 2.4666
C -0.7928 -3.9791 1.0732
H -0.9520 -4.9608 0.6325
H -0.8045 -4.0697 2.1564
H 0.1961 -3.6312 0.7719
H -1.9621 -3.8365 -1.3667
H -3.5660 -2.1527 -2.1822
H -2.4516 0.8864 -1.5842
H -0.6590 -0.8590 -1.2191
O 2.0475 -1.2918 -0.8683
C 3.3261 -0.9574 -0.5394
C 4.4240 -1.7985 -0.5490
C 5.6422 -1.2564 -0.1792
C 5.7609 0.0812 0.1891
C 4.6643 0.9206 0.1994
C 3.4307 0.3990 -0.1682
H 4.7581 1.9569 0.4857
H 6.7297 0.4653 0.4713
H 6.5199 -1.8849 -0.1765
H 4.3262 -2.8332 -0.8358
H 2.1457 2.9987 0.2369
H 0.9915 4.9473 -0.2918
H 0.5478 4.3980 1.3530
```


2.
A 7-piece molecular cluster, C28H50N5O16 overall. Source: the Open Molecules 2025 dataset; level of theory: ωB97M-V/def2-TZVPD.

The total energy comes out at -70049.8151 eV. As for the net charge: +1. The value obtained for the HOMO-LUMO gap is 6.51 eV.

Structure (XYZ):
```
99
C28H50N5O16 | the Open Molecules 2025 dataset | ωB97M-V/def2-TZVPD
C 11.0558 17.3196 5.9569
N 11.1423 16.1387 6.9114
C 9.9908 15.6549 7.4372
C 10.0696 14.7690 8.6402
C 11.1662 15.0546 9.3639
C 12.2855 15.6909 8.9707
C 12.2425 16.2868 7.7547
C 11.3834 14.3261 10.6688
C 12.0373 14.7623 11.7922
C 11.9913 14.0348 12.9382
N 11.3888 12.8435 12.9837
C 10.8329 12.3482 11.8804
C 10.9142 13.0146 10.7278
C 11.1209 12.1525 14.2182
H 10.3359 17.0886 5.1285
H 12.0816 17.2520 5.5372
H 10.7011 18.2512 6.4134
H 9.4680 15.4754 6.6111
H 9.3979 13.9195 8.9118
H 13.1976 15.7636 9.4873
H 13.0956 16.7415 7.2856
H 12.3669 15.8027 12.0001
H 12.3132 14.3831 13.9188
H 10.3646 11.3847 12.0056
H 10.5008 12.4461 9.8958
H 11.9299 12.3822 14.9446
H 11.2208 11.1114 14.0308
H 10.0922 12.4019 14.4441
C 9.2873 20.6520 8.4485
C 10.3192 21.3913 9.3318
O 9.9072 22.1877 10.2666
N 11.5981 21.0487 9.3562
H 13.3819 21.5434 16.2881
H 11.8146 20.2478 8.6973
C 12.6217 21.5407 10.2702
H 8.3823 21.2777 8.2983
H 9.1888 19.6742 8.8620
H 9.6699 20.7080 7.4174
H 12.5032 21.1220 11.2895
H 12.6348 22.6310 10.4036
H 13.5837 21.3491 9.8718
C 7.9028 20.6114 13.1619
C 7.1219 20.9789 11.9957
O 7.5843 20.8811 10.8760
N 5.9397 21.6874 12.1606
H 8.9279 22.2558 10.2555
H 5.3816 21.6544 13.0250
C 5.1407 21.9201 10.9834
H 8.7041 20.0807 12.7184
H 7.4217 20.0893 14.0136
H 8.2560 21.5671 13.5562
H 4.2747 22.6699 11.2108
H 4.5968 21.1164 10.5596
H 5.7956 22.2490 10.1570
C 15.4387 14.4290 12.2800
O 14.8538 15.7209 12.7032
C 15.9117 16.6252 12.9687
C 15.3587 18.0670 13.0399
N 14.5613 18.4831 11.8486
H 13.5382 18.4353 12.0548
H 14.5392 19.5474 11.7742
C 14.7347 17.7659 10.5800
C 15.9220 18.4215 9.7461
O 15.8788 19.7755 10.0322
C 16.9524 20.6068 9.6348
H 14.6964 13.6558 12.1269
H 16.1852 14.1958 13.0388
H 15.9943 14.7020 11.3844
H 16.6830 16.6278 12.1953
H 16.4543 16.3032 13.9206
H 16.3022 18.7058 13.1635
H 14.6998 18.1566 13.8752
H 13.8234 17.8645 10.0762
H 14.9814 16.7624 10.7693
H 15.9482 18.1275 8.6713
H 16.8695 18.1065 10.2222
H 17.3394 21.2158 10.4537
H 16.6173 21.3747 8.8244
H 17.8317 20.0979 9.3540
O 11.9896 21.1181 14.3907
C 13.2554 20.8577 14.4830
O 13.9657 21.0871 15.6196
O 13.9079 20.2710 13.5894
H 11.6672 20.5822 13.6014
O 7.4061 17.8625 8.2355
C 8.0347 16.6541 8.3026
O 9.2677 16.9249 7.9438
O 7.5269 15.6259 8.7011
H 6.5475 17.4962 8.2852
O 9.9604 18.2167 11.3894
C 10.9397 18.5586 12.2574
O 10.7731 19.7648 12.6392
O 11.8027 17.8249 12.5669
H 9.5286 19.0735 11.2131
O 14.4109 20.2046 7.5792
C 13.7514 18.9076 7.4164
O 12.6682 18.9003 7.9908
O 14.3344 18.0604 6.7439
H 15.3918 20.2114 7.3976
```


Number 1: HOMO energy -0.2907 Eh, largest force on an atom 1.15 eV/A. Number 2: HOMO energy -0.3549 Eh, largest force on an atom 5.65 eV/A.